{
  "formula": "C20H40O5",
  "method": "ωB97M-V/def2-TZVPD",
  "elements": ["C", "C", "C", "C", "C", "O", "C", "O", "C", "O", "C", "O", "O", "H", "H", "H", "H", "H", "H", "H", "H", "H", "H", "H", "H", "C", "C", "C", "C", "C", "C", "H", "H", "H", "H", "H", "H", "H", "H", "H", "H", "H", "H", "H", "H", "C", "C", "C", "C", "C", "C", "H", "H", "H", "H", "H", "H", "H", "H", "H", "H", "H", "H", "H", "H"],
  "coordinates": [[3.414, -1.955, 1.601], [2.696, -0.843, 0.823], [1.986, -1.302, -0.458], [2.885, -1.292, -1.691], [4.012, -2.316, -1.817], [3.588, -3.604, -1.360], [4.527, -4.375, -0.804], [5.705, -4.207, -0.895], [0.778, -0.399, -0.724], [-0.202, -0.960, 0.157], [0.023, -2.299, 0.136], [-0.778, -3.131, 0.401], [1.304, -2.551, -0.224], [2.810, -2.300, 2.438], [4.381, -1.619, 1.970], [3.582, -2.825, 0.971], [3.416, -0.075, 0.534], [1.970, -0.346, 1.468], [2.274, -1.324, -2.594], [3.364, -0.310, -1.673], [4.278, -2.405, -2.871], [4.918, -2.010, -1.297], [4.061, -5.185, -0.232], [0.924, 0.658, -0.524], [0.419, -0.554, -1.745], [0.451, 6.691, -1.332], [1.121, 6.338, -0.008], [2.627, 6.107, -0.129], [3.028, 4.949, -1.045], [2.432, 3.595, -0.662], [2.857, 3.109, 0.721], [0.556, 5.890, -2.065], [-0.616, 6.870, -1.195], [0.889, 7.595, -1.761], [0.640, 5.455, 0.421], [0.952, 7.148, 0.705], [3.043, 5.945, 0.870], [3.097, 7.021, -0.504], [4.120, 4.868, -1.046], [2.744, 5.181, -2.075], [2.743, 2.859, -1.411], [1.341, 3.639, -0.714], [3.943, 3.015, 0.785], [2.421, 2.131, 0.934], [2.530, 3.790, 1.508], [-7.416, -2.997, 2.103], [-6.913, -3.050, 0.664], [-5.617, -3.843, 0.499], [-4.417, -3.284, 1.268], [-4.056, -1.839, 0.932], [-3.657, -1.639, -0.526], [-6.697, -2.510, 2.763], [-8.352, -2.441, 2.172], [-7.595, -4.003, 2.489], [-6.778, -2.032, 0.287], [-7.682, -3.506, 0.034], [-5.372, -3.905, -0.565], [-5.789, -4.873, 0.828], [-3.548, -3.916, 1.066], [-4.604, -3.362, 2.343], [-3.221, -1.538, 1.569], [-4.887, -1.173, 1.182], [-2.804, -2.271, -0.771], [-3.376, -0.601, -0.713], [-4.472, -1.886, -1.209]],
  "energy_ha": -1162.2681,
  "de_lowest_kcal_mol": 0.0,
  "e_lumo_ha": 0.016,
  "largest_force_ev_per_a": 0.747,
  "orbital_gap_ev": 11.0,
  "total_charge": 0,
  "smiles": "CC[C@]1(CCOC=O)COC(=O)O1.CCCCCC.CCCCCC"
}